1.
{"formula": "C27H43ClN4PReSi", "method": "ωB97M-V with the def2-TZVPD basis set", "e_tot_ha": -2442.6847, "charge": 1, "multiplicity": 2, "homo_ev": [-10.8, -10.6], "symbols": ["Re", "C", "C", "C", "C", "C", "C", "C", "C", "N", "C", "C", "C", "C", "H", "H", "H", "H", "H", "H", "H", "H", "H", "H", "H", "H", "H", "H", "H", "H", "H", "H", "C", "Si", "C", "C", "C", "C", "C", "C", "C", "H", "H", "H", "H", "H", "H", "H", "H", "H", "H", "H", "Cl", "C", "H", "H", "C", "N", "C", "N", "C", "N", "C", "P", "C", "C", "H", "H", "H", "H", "H", "H", "H", "H", "H", "H", "H", "H"], "positions_angstrom": [[-0.010, 0.597, -0.040], [-1.733, 1.401, 4.590], [-0.488, 0.677, 4.175], [0.479, 0.357, 5.123], [1.648, -0.287, 4.740], [2.691, -0.620, 5.760], [1.837, -0.655, 3.416], [0.859, -0.420, 2.435], [-0.281, 0.306, 2.863], [0.927, -0.828, 1.123], [1.756, -1.957, 0.711], [1.154, -2.532, -0.579], [3.167, -1.449, 0.370], [1.776, -3.088, 1.759], [-2.087, 1.022, 5.545], [-2.532, 1.299, 3.858], [-1.526, 2.465, 4.711], [0.316, 0.614, 6.159], [2.568, -0.025, 6.661], [3.695, -0.465, 5.368], [2.603, -1.670, 6.039], [2.774, -1.115, 3.153], [-1.071, 0.555, 2.159], [1.066, -1.756, -1.337], [0.171, -2.949, -0.381], [1.802, -3.315, -0.960], [3.088, -0.700, -0.415], [3.784, -2.268, 0.017], [3.645, -0.987, 1.227], [0.860, -3.083, 2.349], [2.617, -3.009, 2.439], [1.851, -4.050, 1.257], [-0.914, -0.109, -3.504], [0.484, 0.774, -2.507], [0.321, 2.626, -3.038], [2.174, 0.149, -3.156], [2.230, -0.868, -4.109], [3.430, -1.259, -4.675], [4.607, -0.636, -4.300], [4.575, 0.372, -3.351], [3.373, 0.757, -2.785], [-0.843, 0.177, -4.548], [-1.900, 0.181, -3.151], [-0.831, -1.189, -3.453], [0.375, 2.696, -4.122], [1.111, 3.252, -2.635], [-0.630, 3.054, -2.735], [1.323, -1.357, -4.422], [3.450, -2.053, -5.406], [5.542, -0.934, -4.752], [5.494, 0.853, -3.050], [3.367, 1.544, -2.044], [-0.424, 2.891, 0.135], [1.218, 2.259, 0.328], [1.560, 2.446, 1.349], [1.876, 2.765, -0.376], [-4.125, -3.110, 0.439], [-4.021, -2.495, -0.872], [-4.978, -1.409, -0.976], [-4.791, -0.413, 0.066], [-4.829, -1.052, 1.371], [-3.876, -2.144, 1.491], [-2.512, -1.684, 1.509], [-2.049, -0.726, -0.051], [-2.681, -2.088, -1.191], [-3.585, 0.350, -0.121], [-3.409, -3.935, 0.517], [-5.136, -3.505, 0.564], [-5.983, -1.822, -0.881], [-4.880, -0.932, -1.955], [-5.836, -1.444, 1.532], [-4.611, -0.302, 2.135], [-1.836, -2.546, 1.582], [-2.373, -1.078, 2.408], [-2.013, -2.952, -1.088], [-2.644, -1.748, -2.227], [-3.625, 0.858, -1.091], [-3.527, 1.124, 0.656]], "forces_ev_per_angstrom": [[2.18, -2.84, 1.84], [0.02, 0.10, -0.01], [0.09, 0.11, 0.14], [0.02, -0.11, -0.37], [-0.06, 0.16, 0.12], [0.07, -0.10, 0.04], [-0.09, 0.00, -0.44], [-0.31, 0.52, 1.91], [0.29, -0.14, -0.42], [-0.96, 1.78, -2.30], [0.46, -0.80, -0.54], [0.04, 0.30, 0.28], [-0.29, 0.15, 0.12], [-0.05, 0.17, -0.04], [-0.08, 0.01, 0.06], [-0.03, -0.02, -0.05], [-0.04, 0.06, 0.03], [0.01, 0.03, 0.13], [0.04, 0.03, 0.03], [0.05, 0.01, 0.01], [0.06, -0.07, 0.07], [0.06, -0.10, -0.04], [-0.08, -0.14, -0.06], [0.00, 0.05, -0.15], [-0.19, -0.13, 0.02], [0.04, -0.10, -0.09], [0.08, 0.03, -0.14], [0.07, -0.12, -0.02], [0.13, 0.02, 0.14], [-0.04, -0.09, 0.02], [0.05, -0.05, 0.09], [0.03, -0.02, -0.07], [0.84, 0.32, 0.33], [-0.74, 0.18, -0.52], [0.10, -0.70, 0.33], [-0.62, 0.16, 0.32], [-0.14, 0.04, 0.13], [0.10, -0.08, -0.03], [0.00, -0.05, -0.05], [0.16, 0.06, 0.09], [-0.13, -0.04, 0.04], [0.02, 0.05, -0.26], [-0.08, 0.12, 0.12], [-0.02, -0.26, 0.05], [0.08, -0.13, -0.17], [0.17, 0.11, 0.10], [-0.15, -0.01, 0.05], [-0.19, -0.12, -0.09], [-0.02, -0.06, -0.10], [0.08, -0.01, 0.01], [0.07, 0.08, 0.02], [0.04, 0.17, 0.11], [-1.23, 1.35, -0.14], [1.20, 0.18, -0.01], [-0.23, -0.13, 0.00], [-0.17, -0.10, -0.11], [0.04, -0.01, -0.07], [-0.31, -0.48, -0.30], [-0.05, 0.01, -0.04], [-0.43, 0.30, 0.03], [-0.10, 0.05, 0.06], [-0.23, -0.31, 0.39], [0.50, 0.30, 0.21], [-1.32, -0.17, -0.32], [0.57, 0.15, -0.30], [0.26, 0.20, -0.03], [-0.08, 0.07, 0.00], [0.07, -0.01, -0.03], [0.00, 0.00, -0.03], [-0.06, -0.02, 0.04], [0.08, -0.01, 0.03], [-0.08, -0.03, 0.03], [-0.01, 0.12, 0.02], [0.11, -0.05, -0.15], [0.01, 0.13, -0.09], [0.09, -0.01, 0.07], [0.11, -0.01, 0.07], [0.10, -0.08, -0.12]], "mulliken_charge": [-0.05, -1.83, -0.30, -0.70, 0.16, -1.66, -0.37, 0.58, 0.10, 0.59, 1.71, -2.13, -1.39, -1.76, 0.46, 0.19, 0.39, 0.45, 0.42, 0.38, 0.31, 0.36, 0.70, 0.10, 0.42, 0.62, 0.08, 0.53, 0.29, 0.31, 0.42, 0.48, -1.61, 0.81, -1.30, 0.65, -0.35, -0.69, -0.57, -0.62, -0.35, 0.58, 0.34, 0.39, 0.42, 0.33, 0.35, 0.34, 0.41, 0.40, 0.42, 0.25, -0.19, -0.82, 0.49, 0.46, -0.93, 0.15, -1.00, 0.19, -0.92, 0.17, -1.36, 2.52, -1.33, -1.19, 0.40, 0.31, 0.31, 0.41, 0.29, 0.40, 0.36, 0.50, 0.39, 0.47, 0.36, 0.50]}

2.
{"formula": "C4H2DyO2", "method": "ωB97M-V with the def2-TZVPD basis set", "e_tot_ha": -1188.2500, "charge": 2, "multiplicity": 7, "homo_ev": [-15.4, -15.4], "symbols": ["H", "O", "C", "C", "C", "C", "O", "Dy", "H"], "positions_angstrom": [[-0.433, 2.802, -0.883], [1.445, 2.185, -1.937], [0.673, 2.175, -1.042], [-0.299, 1.189, -0.651], [-0.398, 0.206, 0.114], [-0.202, -0.964, 0.866], [-0.434, -2.100, 0.428], [-0.624, -4.673, 1.251], [0.271, -0.818, 1.854]], "forces_ev_per_angstrom": [[2.39, 2.46, 0.18], [1.60, 0.91, 0.64], [-7.36, -0.91, -1.87], [4.79, -3.63, 1.44], [-1.07, 0.77, 0.17], [0.21, 1.26, -0.30], [-0.59, -2.56, 0.71], [0.10, 1.65, -0.64], [-0.06, 0.06, -0.32]], "mulliken_charge": [0.17, -0.28, 0.36, -0.07, 0.01, 0.24, -0.46, 1.69, 0.33]}